Record 1
ORCA calculation (ωB97M-V with the def2-TZVPD basis set) on a 4-piece molecular cluster, C3H6O2 overall in a non-equilibrium geometry.

Computed properties:
spin multiplicity = 1

Each atom is followed by the atoms it is bonded to, with distances in Å.
Element x y z (Å)
1 C -0.046 -0.686 1.420  C2 1.552
2 C 0.149 -0.391 -0.092  C1 1.552, C3 1.476, O10 1.209
3 C -0.239 0.904 -0.684  C2 1.476, H7 1.141, H8 1.082, O11 1.454
4 H -0.195 0.921 2.090  no bonds
5 H 1.563 -1.345 1.750  no bonds
6 H -1.207 -1.755 1.462  no bonds
7 H -1.335 1.125 -0.457  C3 1.141
8 H 0.415 1.613 -0.194  C3 1.082
9 H 0.195 -0.093 -2.390  O11 1.054
10 O 0.737 -1.191 -0.781  C2 1.209
11 O -0.038 0.900 -2.124  C3 1.454, H9 1.054

Löwdin population analysis, charges in e, atoms 1 to 6: number 1, C, carries -0.08; number 2, C, carries -0.65; number 3, C, carries -0.23; number 4, H, carries 0.21; number 5, H, carries 0.23; number 6, H, carries 0.20


Record 2
ORCA calculation (ωB97M-V with the def2-TZVPD basis set) on a single C3H6O2 molecule in a non-equilibrium geometry.

Computed properties:
SMILES = O[C@@H]1C[C@@H]1O
spin multiplicity = 1

Each atom is followed by the atoms it is bonded to, with distances in Å.
Element x y z (Å)
1 O -0.478 -1.190 0.904  C2 1.395, H6 0.904
2 C -0.638 -0.502 -0.299  O1 1.395, C3 1.549, C4 1.441, H7 1.078
3 C 0.702 -0.556 -1.076  C2 1.549, C4 1.596, H8 1.272, H9 1.075
4 C 0.040 0.759 -0.461  C2 1.441, C3 1.596, O5 1.375, H10 1.068
5 O 0.228 1.353 0.765  C4 1.375, H11 1.037
6 H -0.208 -0.574 1.507  O1 0.904
7 H -1.375 -0.906 -0.973  C2 1.078
8 H 0.424 -0.205 -2.267  C3 1.272
9 H 1.687 -0.905 -0.825  C3 1.075
10 H -0.345 1.652 -0.902  C4 1.068
11 H 1.197 1.433 1.127  O5 1.037

Löwdin population analysis, charges in e, atoms 1 to 6: number 1, O, carries 0.03; number 2, C, carries -0.33; number 3, C, carries 0.00; number 4, C, carries -0.36; number 5, O, carries -0.06; number 6, H, carries 0.03


| no. | frontier orbital gap (eV) | LUMO energy (eV) | HOMO level (eV) |
| --- | --- | --- | --- |
| 1 | 9.3 | -1.032 | -10.3 |
| 2 | 10.0 | 0.692 | -9.3 |